Record 1
ORCA calculation (ωB97M-V with the def2-TZVPD basis set) on a 2-piece molecular cluster, C3H6N2O overall.

Atoms and positions in Å:
N -1.500967 -0.715101 1.768692
C -0.430536 -0.632122 1.322025
C 0.825748 -0.389507 0.683908
C 0.919091 -0.579450 -0.635878
N 2.020787 -0.469258 -1.314946
H 1.725389 -0.223997 1.324142
H -0.094044 -0.780305 -1.078206
H 2.000401 -1.061066 -2.164086
H 2.925990 -0.735296 -0.819062
O -3.143444 1.684071 0.220985
H -2.989784 2.574751 0.649830
H -2.258631 1.327280 0.042596

Forces on atoms 1 to 2 (eV/Å):
N 1.3 -0.2 -0.4
C -1.1 0.6 0.4

Properties
LUMO energy ... 0.49 eV
Largest force on an atom ... 0.1103 hartree/bohr
Structure (SMILES) ... N#C/C=C/N.O
Highest occupied orbital energy ... -0.333 Ha

=====

Record 2
ORCA calculation (ωB97M-V with the def2-TZVPD basis set) on a 2-piece molecular cluster, C3H6N2O overall.

Atoms and positions in Å:
H -1.317687 -0.010978 -2.853798
N -1.232198 -0.439672 -1.938382
C -1.762396 0.153726 -0.972510
O -1.920452 -0.177992 0.310501
H -2.266466 1.211440 -1.110761
H -1.417563 -1.020500 0.438898
C 0.993074 0.487725 0.528970
C 1.826487 -0.146479 1.262494
N 2.468056 -1.015351 1.865607
H 0.188489 1.203783 0.721433
H 1.032114 0.612038 -0.489110
H 3.408541 -0.857741 2.236658

Forces on atoms 1 to 2 (eV/Å):
H -0.1 0.4 0.5
N 0.4 -1.5 0.8

Properties
LUMO energy ... 0.91 eV
Largest force on an atom ... 0.0928 hartree/bohr
Structure (SMILES) ... [H]/N=C/O.C=C=N
Highest occupied orbital energy ... -0.335 Ha

=====

Record 3
ORCA calculation (ωB97M-V with the def2-TZVPD basis set) on C3H6N2O as an isolated structure.

Atoms and positions in Å:
C -1.002407 -0.231527 0.374721
C -0.568311 1.170854 0.069785
C 0.443900 -0.914039 0.224299
N 0.954986 -0.316313 -1.091920
N 1.150253 0.840904 -0.189942
O 1.241348 -0.041650 0.923695
H -1.376336 -0.559969 1.436334
H -1.714082 -0.626250 -0.388069
H -0.703434 1.556534 -0.977284
H -0.662703 1.837442 0.909387
H 0.399423 -2.024065 0.366614
H 1.837359 -0.691919 -1.657623

Forces on atoms 1 to 2 (eV/Å):
C 0.0 -2.1 0.2
C 2.6 -0.2 -1.9

Properties
LUMO energy ... 1.08 eV
Largest force on an atom ... 0.0675 hartree/bohr
Highest occupied orbital energy ... -0.343 Ha

=====

Going through the records in order, we get energy relative to the best compared isomer or geometry (same formula, charge and spin) values of 46.9 75.8 137.6 kcal per mole.
Going through the records in order, we get total energy values of -302.61843 -302.57228 -302.47385 Eh.